This record from the OMol25 dataset describes a 2-piece molecular cluster, H8N2Si2 overall. The level of theory is wB97M-V/def2-TZVPD.

Calculated values
- ΔE to the lowest compared entry with this formula, charge and spin (kcal/mol) = 100.95
- F_max (hartree/bohr) = 0.05295
- Kohn-Sham gap (alpha / beta) (eV) = 7.9 / 7.9

Last column: Mulliken charge in e.
Element x y z (Å)
Si 0.57907 0.48304 0.61485  0.274
Si 0.93751 -1.01095 -1.15138  0.338
N 0.11534 2.04587 0.16792  -0.413
N -1.68440 -1.15468 0.82752  -0.663
H 0.74126 2.40247 -0.56605  0.249
H -1.92783 -1.50652 1.77752  0.163
H -0.53620 2.62903 0.66016  0.235
H 2.17850 -1.76162 -0.89658  -0.109
H 1.14517 -0.51967 -2.52426  -0.121
H 1.51836 0.33321 1.80327  -0.050
H -0.27948 -1.78609 -1.15536  -0.060
H -2.25556 -0.29867 0.90389  0.156

Forces on the atoms, in the same order (eV/Å):
Si -1.3235 -2.3304 0.4824
Si 0.4167 0.1927 -0.1472
N 0.6809 -0.4611 -0.4231
N 1.1411 1.9377 0.9640
H -1.0881 0.4344 0.5584
H 0.8303 -0.0584 -0.3845
H 0.3027 0.4589 -0.2219
H 0.0232 -0.2423 0.2582
H 0.0019 0.5069 -0.0663
H -0.6976 0.0996 -0.3649
H -0.2591 -0.4951 -0.0542
H -0.0284 -0.0429 -0.6009